[1]
The following is a quantum chemistry calculation of a 8-piece molecular cluster, C24H28N8O4 overall at a distorted geometry, from the OMol25 dataset.

Summary:
Gap between HOMO and LUMO   9.32 eV
HOMO energy   -10.20 eV
Calculated total energy   -1670.0885 a.u.
SMILES   O=[N+]([O-])c1ccccc1.O=[N+]([O-])c1ccccc1.CC#N.CC#N.CC#N.CC#N.CC#N.CC#N

The geometry in XYZ format:
```
64
Properties=species:S:1:pos:R:3:forces:R:3
C -2.72291 4.51339 0.01132 0.37 0.30 0.09
C 3.78307 3.44811 3.55962 0.21 -0.31 0.23
H -0.93383 5.09841 1.01304 -0.06 0.37 -0.13
H -2.02185 4.03352 1.86017 0.06 0.16 0.11
C 3.39977 0.54091 -5.21337 -0.20 -0.46 0.75
H 1.00564 2.85122 -2.82709 -0.01 -0.10 0.05
O 4.72480 0.76184 -7.05508 0.58 -0.01 -0.21
C 2.05164 -1.43041 4.95028 -0.02 0.15 0.21
C 4.46751 0.08038 -4.46198 0.70 0.41 0.21
C -2.76143 -3.07789 1.43269 -0.73 -0.43 0.25
C 0.56926 -0.09874 1.13091 0.55 -0.19 -0.60
N 2.38048 2.50335 0.00935 -0.23 0.00 -0.12
N -5.70505 -4.66060 -0.24007 -0.88 0.11 0.17
O 2.64507 1.20508 -7.27155 -0.70 0.28 -0.33
H 1.29399 0.89875 -5.27985 0.03 0.11 0.04
H -1.87412 -3.73373 3.29654 0.09 0.09 -0.09
H 1.16990 4.47407 -2.16179 -0.06 0.06 0.13
H -0.12867 3.38142 -1.56161 -0.11 0.20 -0.28
C -1.98474 4.91489 1.21265 -0.54 -1.05 0.09
H -3.40918 -5.55063 3.65525 -0.12 -0.02 0.03
H 5.48774 0.05477 -4.81941 -0.21 0.09 -0.45
H 2.89015 -0.69254 -1.60287 -0.33 -0.01 -0.04
H 2.23407 2.45378 4.66572 0.10 0.32 0.13
H -2.62345 -0.91015 -1.91760 0.01 0.00 -0.50
H -2.10471 -2.25146 1.20652 0.16 -0.03 0.19
H 0.20279 -1.12300 1.07545 -0.03 0.00 0.32
N -1.59818 1.26153 -4.13335 0.14 0.10 -0.21
H 5.14168 -0.59384 -2.57934 -0.13 -0.03 0.19
C 1.60688 -2.49062 5.83769 0.09 -1.13 -0.13
C -3.81562 -3.33476 0.57054 -0.01 0.20 -0.75
H 2.57798 1.74130 3.12102 0.41 0.04 -0.07
C -4.59400 -5.18987 1.90369 -0.07 0.23 0.02
O -5.89526 -3.82333 -1.10402 0.22 -0.31 0.13
H 1.78904 3.28898 3.12901 -0.21 -0.06 0.27
C -2.17211 0.07670 -1.89049 0.17 0.57 0.60
O -6.32618 -5.70438 -0.13309 0.30 0.26 -0.12
H -1.22643 0.02495 -1.34930 -0.04 -0.16 0.03
C 1.90733 0.10155 -3.37389 0.29 0.23 -0.40
N 2.43005 -0.60073 4.25387 -0.13 -0.08 -0.06
C 0.89859 3.44874 -1.92358 -0.05 -0.23 0.28
C -3.54880 -4.93214 2.77951 0.05 0.11 0.07
H 2.38925 -3.25047 5.91969 0.17 0.27 0.08
C 2.53805 2.68946 3.65061 -0.29 0.15 -0.63
H -2.51245 5.72319 1.70875 0.27 0.25 -0.04
N 4.75729 4.05309 3.49121 -0.19 -0.06 0.00
N 3.60174 0.87077 -6.62315 0.22 -0.07 0.23
N -3.30474 4.19126 -0.92250 -0.05 -0.09 -0.14
H 0.89819 0.08772 -2.98723 -0.03 0.00 0.02
C 1.73625 2.92148 -0.84712 0.32 -0.01 -0.05
N -1.39547 1.59889 1.06503 -0.09 0.07 -0.06
C -1.88446 0.72277 -3.16367 -0.21 -0.44 0.06
C 4.27472 -0.28482 -3.14563 -0.53 -0.38 -0.25
H -5.33205 -5.95956 2.07645 0.16 -0.13 -0.03
H 0.77817 -3.05301 5.40372 -0.17 0.36 -0.05
C 2.98112 -0.34671 -2.62560 0.68 0.27 0.40
H 1.21168 0.07196 1.99278 -0.27 -0.13 0.23
H 1.22901 0.03623 0.27037 -0.15 0.18 -0.06
H 1.33790 -2.18040 6.84170 0.01 0.37 -0.07
C -0.53062 0.84537 1.07252 0.14 0.10 0.29
C 2.12923 0.58754 -4.66589 -0.43 -0.38 -0.15
C -2.65298 -3.88647 2.56096 0.06 -0.07 -0.04
C -4.70670 -4.36870 0.79569 0.74 -0.06 0.09
H -3.94483 -2.76764 -0.34226 0.01 0.08 0.09
H -2.80920 0.73926 -1.30191 -0.05 -0.03 -0.04
```
Forces are in eV/Å.


[2]
The following is a quantum chemistry calculation of a 2-piece molecular cluster, C24H28O7 overall at a distorted geometry, from the OMol25 dataset.

Summary:
Gap between HOMO and LUMO   4.36 eV
HOMO energy   -6.70 eV
Calculated total energy   -1457.9358 a.u.

The geometry in XYZ format:
```
59
Properties=species:S:1:pos:R:3:forces:R:3
C -3.22649 0.88913 4.26066 0.37 0.12 -0.28
H 2.84172 5.52928 0.73088 0.09 0.02 0.05
H 1.84988 -1.86516 0.33443 -0.16 -0.15 0.06
C 0.98081 -2.50410 0.48955 -0.25 0.38 0.08
H 5.79134 0.09943 3.11140 0.05 0.06 -0.04
C 3.67649 -0.07921 3.27781 -0.34 0.20 -0.06
H -0.33676 -7.89234 1.29277 -0.22 0.10 -0.01
C -1.28504 -4.10696 0.88891 0.37 -0.29 0.02
O 2.53923 0.72712 2.89423 0.77 -0.70 0.21
C 1.14773 -3.84549 0.69503 -0.29 -0.58 0.02
C -4.20286 2.02926 4.24572 -0.20 0.29 -0.01
H -1.44557 -6.92863 0.26014 0.17 0.03 0.18
H -0.26524 2.03392 -0.36193 -0.39 0.02 0.11
H -2.13373 3.56445 -0.89369 -0.10 -0.36 0.01
C 0.21545 2.41908 2.43857 -0.52 -1.32 0.36
C -2.31899 2.49129 -0.82294 -0.49 0.14 -0.31
C -1.47270 0.24310 -0.32516 -0.47 0.75 -0.43
C -3.80568 0.58290 -0.96269 0.11 -0.27 -0.12
H -2.16431 -4.73899 1.03282 0.34 0.30 0.11
H 4.96857 1.60514 3.56469 0.00 -0.12 -0.18
C -1.05949 0.53325 3.40219 0.02 -0.30 -0.67
C 0.23294 1.13358 3.10324 0.31 0.28 -0.62
H -3.52577 0.11519 3.54117 0.18 0.09 0.32
H 3.63340 -0.29337 4.35293 -0.09 -0.09 -0.35
O -1.34607 -0.63783 3.19233 -0.29 0.39 0.45
C -0.38202 -0.51661 0.16910 0.12 -0.18 -0.16
H -5.19457 1.66523 4.51870 -0.04 0.06 0.04
C -2.75131 -0.27745 -0.68168 -0.06 0.19 0.35
H -4.25679 2.46521 3.24362 0.02 -0.02 0.12
C 1.38544 0.33702 3.47867 -1.24 0.32 0.57
H -2.40973 -2.29781 0.88822 0.28 -0.14 0.01
H 3.24492 4.88922 2.34588 0.01 -0.01 -0.19
C -1.42809 -2.74096 0.74216 0.14 0.11 -0.23
H -1.44276 -6.69359 2.04447 0.18 -0.05 -0.18
H 0.77280 5.01966 2.10889 0.07 -0.23 -0.27
O 1.40329 3.04796 2.37579 -0.20 0.93 -0.61
C 1.35218 4.25408 1.57241 0.15 -0.41 0.35
H 4.88811 1.02055 1.88365 0.06 -0.02 0.13
H -4.80207 0.17142 -1.13420 0.34 0.10 -0.10
H 0.56224 0.02262 0.27819 -0.19 -0.07 -0.11
H 3.34436 3.83367 0.91796 -0.06 0.16 0.08
H -3.13115 0.45413 5.26782 0.01 -0.03 -0.37
C -3.60311 1.97005 -1.04005 0.71 -0.01 0.36
C -0.82604 -6.92636 1.16670 0.23 0.28 0.01
C -1.27509 1.64826 -0.49868 0.36 -0.69 0.38
C -0.31522 -1.89995 0.45204 0.10 -0.44 0.48
H 3.62970 -1.02063 2.71097 0.03 0.10 0.27
C 4.90534 0.71153 2.93336 0.22 0.21 -0.03
C 0.01329 -4.67907 0.87094 -0.09 -0.03 0.00
H 2.13040 -4.31341 0.71961 -0.22 0.17 -0.01
O -1.94437 1.43867 3.87009 -0.66 -0.86 0.55
O 1.31518 -0.58535 4.27951 0.57 0.07 -0.51
H -3.90660 2.81321 4.94759 -0.05 -0.07 -0.08
H -2.89516 -1.35692 -0.73420 -0.09 0.45 0.05
O -0.79172 2.88786 1.90812 0.26 0.36 -0.02
O 0.27058 -5.99978 1.04260 -0.45 0.76 -0.16
H 0.87298 4.04015 0.60775 -0.03 0.09 0.31
H -4.42918 2.64372 -1.27247 0.21 -0.25 0.07
C 2.78478 4.65425 1.38085 0.34 0.15 -0.01
```
Forces are in eV/Å.


[3]
The following is a quantum chemistry calculation of C24H29B2Cl2F4N8O5Sn as an isolated structure, from the OMol25 dataset.

Summary:
Gap between HOMO and LUMO (spin up / spin down)   6.89 / 6.50 eV
HOMO energy (spin up / spin down)   -17.48 / -17.04 eV
Calculated total energy   -3329.1929 a.u.
Charge   +3

The geometry in XYZ format:
```
75
Properties=species:S:1:pos:R:3:forces:R:3
C 3.15531 -4.17362 1.26253 -0.05 -0.05 0.05
B 2.50824 2.08459 -0.65073 0.04 -0.08 -0.07
C 0.24644 -2.18498 -4.47432 0.01 0.01 -0.02
H -5.91752 1.29042 0.87324 -0.01 -0.01 0.00
F -1.14171 -4.72461 -0.53174 0.04 -0.02 -0.02
H 1.16425 -2.55188 -4.94244 0.00 0.00 0.00
H 0.72341 -2.19471 6.50734 0.00 -0.01 0.00
H -0.22057 -1.50166 -5.18540 0.01 -0.01 -0.01
H 1.23191 0.34634 -5.23051 0.01 0.00 -0.01
H -7.42750 2.84410 -0.53371 0.00 0.00 0.01
Cl 5.61576 -2.23392 2.17383 -0.02 -0.01 0.00
C -0.34533 -1.11173 5.00312 0.01 0.00 0.01
C -5.79926 1.49244 -0.18986 0.01 -0.02 0.01
N 0.76272 -0.83585 2.88716 -0.01 -0.05 -0.02
O 0.86930 -3.68592 0.03362 -0.03 -0.12 0.12
O 2.09682 1.23152 0.51486 0.04 0.09 -0.01
C 2.42276 -2.87571 1.37989 0.03 0.07 -0.03
H -6.23801 2.58397 -2.70113 -0.01 0.01 0.00
F 3.78157 2.49053 -0.59174 0.00 0.02 0.01
H -6.01164 3.60548 0.17992 0.00 0.01 0.00
C -5.85553 3.26113 -1.93264 0.02 0.01 -0.02
H 5.11879 -3.11347 4.76259 0.00 -0.01 0.00
C 1.36791 -0.28031 -3.20925 0.01 -0.04 -0.01
C 1.80048 -1.52157 3.35084 -0.02 -0.02 0.01
H -3.62133 3.72214 -3.86220 0.01 0.02 -0.01
C -6.33954 2.86367 -0.54985 -0.01 0.00 0.00
C 0.72681 -1.81806 5.49361 -0.01 0.03 -0.01
H -1.21970 -0.92270 5.60884 0.00 0.00 0.00
F -1.18528 -2.50896 0.14954 -0.01 0.01 0.03
C 4.20592 -2.72127 4.33454 -0.04 0.05 -0.02
C 1.98738 0.25182 -4.44885 -0.01 -0.03 0.00
Cl 3.11172 -3.32903 6.64603 0.00 0.02 -0.03
H -1.09025 -0.04402 3.29440 0.00 0.00 -0.01
H -1.71575 5.04095 -2.98078 0.01 -0.01 0.01
H 4.07046 -4.02983 0.68493 -0.01 -0.01 -0.01
N -4.36792 1.43821 -0.50782 -0.01 0.04 0.01
C 4.18154 -2.25984 3.05417 0.06 -0.01 -0.01
H -2.38316 4.98141 -1.35654 -0.02 0.01 -0.01
H -3.79273 0.71108 -0.11437 0.00 0.01 0.00
B -0.48916 -3.57061 -0.47997 0.00 0.04 -0.19
C -2.29418 4.42680 -2.29279 -0.02 0.01 0.02
H -6.16882 4.27023 -2.18991 0.00 0.00 0.01
H 4.79386 0.84748 2.51829 0.00 0.00 0.01
H -0.41009 -3.02812 -4.29081 -0.01 0.00 0.00
C 0.57820 -1.46543 -3.21965 0.07 -0.01 0.00
C -3.66943 4.15988 -2.86106 0.00 -0.02 -0.01
H 3.43330 -4.56663 2.24107 0.02 0.00 -0.01
H -4.26004 5.07094 -2.92414 0.00 0.00 0.01
C 3.72804 0.67675 2.66782 0.06 0.01 -0.03
N -4.38421 3.23415 -1.97038 -0.01 -0.04 0.01
C -3.73417 2.29524 -1.30506 0.01 -0.04 -0.13
H -1.20071 2.66758 -2.97726 -0.05 0.01 -0.02
H 3.20999 1.61035 2.46134 0.00 0.00 -0.01
N 1.32515 -2.63547 0.76842 0.06 0.11 -0.16
N 1.54818 0.27328 -2.00281 0.05 0.04 0.01
C -1.58906 3.10759 -2.04400 0.11 -0.05 0.09
H 3.55692 0.39742 3.70754 -0.01 0.00 0.00
H 2.54193 -4.90788 0.75363 -0.01 0.00 0.01
H -0.69612 3.22742 -1.41949 0.02 0.00 -0.04
C -0.27347 -0.62861 3.70191 0.00 0.01 0.00
N 0.25527 -1.92633 -2.00887 -0.03 0.04 0.02
H 2.73416 -0.45715 -4.81828 0.01 0.01 0.00
O 3.82958 -0.40928 0.43171 0.01 -0.17 -0.07
H 2.47120 1.20741 -4.28182 -0.01 0.01 0.01
N -2.37798 2.07433 -1.42937 -0.17 0.15 0.03
C 1.84034 -2.02012 4.66138 0.01 -0.02 -0.01
Sn 0.20445 -0.47000 0.07048 0.16 -0.48 0.11
C 2.93250 -1.77006 2.36060 0.02 -0.01 0.06
O -0.31215 -3.07586 -1.98182 -0.09 0.04 0.13
N 2.44704 -0.10361 0.59141 -0.20 0.67 0.15
H -6.31237 0.70445 -0.74367 0.00 0.01 -0.01
F 1.53093 3.02741 -0.76564 0.00 0.01 -0.01
C 3.04121 -2.66719 5.11519 0.02 -0.01 0.05
C 3.26780 -0.39884 1.72500 -0.01 -0.24 -0.02
O 2.42514 1.20628 -1.97012 -0.06 0.03 0.00
```
Forces are in eV/Å.


[4]
The following is a quantum chemistry calculation of a 6-piece molecular cluster, C24H29B2F6INO19 overall at a distorted geometry, from the OMol25 dataset.

Summary:
Gap between HOMO and LUMO   7.35 eV
HOMO energy   -5.41 eV
Calculated total energy   -3363.0127 a.u.
Charge   -1

The geometry in XYZ format:
```
82
Properties=species:S:1:pos:R:3:forces:R:3
B 0.88381 3.82912 -1.05301 0.28 -0.16 -0.43
C 6.36385 4.05541 -2.35621 0.00 -0.14 0.35
O 4.16638 3.22672 -4.80078 0.00 -0.07 -0.41
C 1.64020 3.26405 -2.34385 -0.19 0.98 -0.14
O -0.14977 -6.66948 0.50627 0.29 -0.08 -0.21
H 0.44190 -6.85081 -1.45506 -0.12 0.03 -0.11
O 2.90203 1.71484 0.13591 -0.12 -0.13 0.31
H -0.63369 5.06453 -1.04608 -0.15 0.29 0.65
C -0.99650 -3.34657 -0.92102 0.03 0.43 -0.11
H 0.89375 -2.94129 0.08387 0.12 -0.21 -0.06
C -0.42115 1.00573 -0.83114 1.80 -1.10 0.69
H -1.01150 -9.21966 -0.14680 -0.08 0.15 -0.01
C 0.69090 -7.46425 1.23689 -0.08 -0.13 0.05
F -5.91017 4.93217 6.92093 0.00 -0.08 0.02
H 0.05211 3.81193 -3.73747 -0.28 0.04 0.03
C -1.47191 4.03835 3.34694 -0.20 -0.69 0.10
H -3.06421 -5.32040 -2.20836 -0.03 0.15 -0.04
O -2.90069 3.31725 6.44039 -0.28 0.05 0.15
H -2.32650 3.42922 3.59518 0.14 -0.13 1.30
H 0.62171 -1.98101 -1.38246 -0.16 -0.03 -0.01
C -4.48750 -7.68467 -2.05709 -0.03 -0.02 -0.05
F -4.50299 -4.61426 -3.40512 -0.03 -0.06 0.09
O 5.38617 3.18063 -2.91767 0.13 0.21 -0.09
N 2.42687 2.11133 2.36205 0.18 -0.10 -0.64
O -1.13322 -3.97163 -2.19959 0.21 -0.25 0.35
H 2.62139 1.12232 2.47768 -0.16 -0.12 0.53
H -4.19108 -6.73829 -4.68210 -0.10 0.11 0.08
C -3.59007 4.41057 7.04673 0.25 0.11 0.18
O 0.30341 5.09705 -1.23470 0.08 -0.37 -0.68
B 0.73370 3.01272 0.43156 -0.15 0.20 1.21
H 6.31210 4.05000 -1.27038 -0.21 -0.13 -0.01
O -4.82478 -6.36685 -2.00865 0.41 -0.17 -0.01
O 1.04640 -3.99108 -1.72141 -0.21 -0.06 0.09
H -1.53769 5.10312 3.50751 -0.41 0.41 -1.15
H -0.29669 1.10828 1.21438 -0.02 -0.15 0.31
H -3.47620 5.30234 6.42846 -0.16 -0.01 -0.05
C 0.08358 -4.49423 -2.50985 0.11 0.27 -0.13
O -4.87893 -8.51013 -1.30453 -0.12 -0.15 0.11
H 1.36254 4.96917 -3.64925 -0.05 0.34 0.04
H 1.61164 2.18153 -2.39155 0.04 -0.23 0.06
H 1.29879 4.51326 2.00913 0.22 0.03 -0.02
H -0.04817 2.50467 3.19635 -0.55 -0.87 -0.62
O 1.22477 -7.13654 2.23629 0.04 0.07 0.20
O -3.53429 1.70566 5.00560 -0.03 -0.18 -0.12
H -3.20013 4.61202 8.04130 0.12 -0.17 -0.02
O 0.26477 -5.30559 -3.36067 -0.09 -0.21 -0.16
H -0.25156 4.90443 1.32308 -0.04 0.18 -0.20
C -0.45230 1.81917 0.41213 -0.59 0.08 -1.08
O -3.63133 -7.92646 -3.08016 -0.12 0.16 -0.03
C 0.35527 4.07393 1.66992 0.49 -0.04 0.60
F 7.06522 6.18024 -3.16968 -0.08 -0.01 -0.04
O 0.41243 0.16854 -1.05530 -0.93 0.57 -0.12
C 5.98031 5.38338 -2.96368 0.20 -0.02 -0.25
H -1.28081 -4.05634 -0.14089 -0.11 0.03 -0.02
H 2.69706 3.53010 -2.28038 0.29 -0.20 0.32
H 5.23046 5.93896 -2.39877 0.09 0.11 0.01
C 0.46000 -2.95094 -0.91176 0.23 0.13 0.12
C 2.10969 2.24846 0.87029 0.19 0.00 -1.04
C 1.12777 3.91361 -3.63566 0.03 -0.37 -0.15
H -5.28468 3.32437 7.93559 -0.12 0.09 0.03
I -1.96195 1.26465 -2.35281 -0.16 0.30 -0.04
C 3.52843 2.83110 2.73668 0.43 0.70 -0.54
C -3.49959 -6.71776 -3.83832 0.31 -0.11 -0.19
C 4.92280 3.74412 -4.06007 -0.01 -0.16 0.22
O 4.23681 3.55253 2.09324 -0.62 -0.20 0.50
C -0.40376 3.44115 2.79847 0.35 1.16 -0.12
C -3.88729 -5.67321 -2.82335 -0.35 0.22 -0.15
F -1.54116 -7.03853 -1.23760 0.03 0.16 0.07
C -5.01774 3.91582 7.05754 -0.08 0.19 -0.37
O 5.43884 5.00406 -4.21481 -0.17 0.00 0.30
O -5.06565 3.09630 5.90811 0.14 -0.05 0.39
C -0.08400 -8.73776 -0.45965 0.11 -0.29 -0.05
C -0.28840 -7.27591 -0.76644 -0.24 -0.07 0.09
H -1.43240 2.27337 0.49928 -0.14 0.16 0.22
F 3.75820 2.69759 4.06599 0.13 -0.28 0.16
F -1.80461 -2.27089 -0.86404 -0.16 -0.08 -0.05
C -3.79750 2.61526 5.70769 0.13 -0.05 -0.14
H 7.36062 3.74141 -2.67152 0.02 0.15 -0.10
H 1.56964 3.48168 -4.52948 0.16 -0.16 -0.08
H 0.34419 -9.29140 -1.29062 0.20 0.00 0.11
H -2.48426 -6.59380 -4.20767 0.07 -0.15 0.17
O 0.82625 -8.67850 0.64603 -0.14 0.16 -0.14
```
Forces are in eV/Å.